Computed, not measured: 3 unconnected molecules or ions with the total composition C20H22N3O4 in a non-equilibrium geometry, with ωB97M-V with the def2-TZVPD basis set.

```
49
Properties=species:S:1:pos:R:3:nbo_charge:R:1
C -1.8312 4.5749 0.0020 -0.267
C -2.1844 4.4482 -1.1663 -0.033
C -2.7481 4.1310 -2.5858 -0.481
C -3.4076 2.6638 -2.6872 -0.412
C -2.6182 1.7489 -3.7273 -0.411
C -1.3177 1.0675 -3.1251 -0.064
C 0.1030 1.7526 -3.2957 -0.268
N 0.8818 0.8228 -2.3689 -0.540
C -0.0332 0.2175 -1.4410 0.865
N 0.1521 -0.7909 -0.5730 -0.925
N -1.3245 0.8977 -1.6444 -0.674
H -1.5652 4.5221 1.0926 0.269
H -3.5239 4.8831 -2.9441 0.267
H -1.8454 4.1075 -3.2834 0.219
H -3.4860 2.2183 -1.6528 0.236
H -4.4770 2.7236 -3.0794 0.240
H -2.3346 2.3328 -4.6510 0.235
H -3.3381 0.9108 -4.0096 0.242
H -1.1695 0.0774 -3.6592 0.223
H 0.6440 1.6333 -4.2892 0.254
H 0.2903 2.7930 -2.8889 0.224
H 1.4972 1.4594 -1.8296 0.448
H 0.2870 -0.5926 0.4315 0.472
H 0.1057 -1.7718 -0.8563 0.467
H -1.1692 1.8858 -1.3454 0.411
C -2.5065 -3.7834 4.0114 -0.202
C -1.2779 -3.2658 4.0138 -0.247
C -0.7061 -2.6488 2.7992 0.503
O 0.4168 -2.1736 2.7917 -0.544
C -1.5440 -2.6252 1.5846 -0.250
C -2.7716 -3.1404 1.5771 -0.194
C -3.3489 -3.7599 2.7933 0.463
O -4.4667 -4.2280 2.7899 -0.447
H -2.9427 -4.2401 4.8908 0.247
H -0.6486 -3.2731 4.8949 0.244
H -1.1030 -2.1692 0.7100 0.192
H -3.3985 -3.1314 0.6940 0.237
C 6.0207 -0.3596 1.1119 -0.240
C 6.2067 -0.7141 2.3838 -0.215
C 5.0917 -1.2378 3.2058 0.476
O 5.2574 -1.5587 4.3637 -0.461
C 3.7647 -1.3535 2.5587 -0.211
C 3.5818 -0.9991 1.2888 -0.244
C 4.6939 -0.4759 0.4679 0.482
O 4.5224 -0.1537 -0.6941 -0.521
H 6.8236 0.0260 0.4963 0.239
H 7.1707 -0.6361 2.8705 0.242
H 2.9589 -1.7382 3.1718 0.250
H 2.6180 -1.0770 0.8017 0.203
```

Electronic energy: -1240.0363 hartree
Relative energy (zero: lowest compared OMol25 entry of this formula, charge and spin): 120.6 kcal per mole
LUMO energy: -5.74 eV
Net charge: +1